[1]
{
  "formula": "C25H30N6Pt",
  "method": "wB97M-V/def2-TZVPD",
  "species": ["Pt", "C", "C", "C", "C", "C", "C", "C", "N", "N", "C", "C", "C", "C", "C", "C", "N", "C", "C", "C", "C", "C", "C", "N", "H", "H", "H", "H", "H", "H", "H", "H", "H", "H", "H", "H", "H", "H", "H", "H", "H", "H", "H", "H", "N", "C", "N", "C", "C", "C", "C", "C", "H", "H", "H", "H", "H", "H", "H", "H", "H", "H"],
  "positions_angstrom": [[-0.14, 0.92, 0.05], [1.36, 1.70, 2.90], [1.73, 2.96, 2.11], [0.59, 3.63, 1.40], [0.36, 4.98, 1.63], [-0.65, 5.66, 0.97], [-1.43, 4.95, 0.07], [-1.17, 3.62, -0.12], [-0.19, 2.96, 0.53], [1.26, 0.53, 2.03], [2.50, 0.14, 1.37], [2.71, 0.66, -0.06], [3.99, 0.63, -0.59], [4.23, 1.07, -1.88], [3.17, 1.55, -2.64], [1.91, 1.55, -2.07], [1.69, 1.12, -0.81], [0.40, -0.51, 2.60], [-1.10, -0.17, 2.50], [-1.97, -0.64, 3.46], [-3.33, -0.40, 3.35], [-3.80, 0.33, 2.26], [-2.88, 0.77, 1.33], [-1.57, 0.52, 1.44], [0.39, 1.85, 3.38], [2.09, 1.53, 3.70], [2.53, 2.74, 1.39], [2.15, 3.68, 2.80], [1.00, 5.50, 2.33], [-0.82, 6.71, 1.15], [-2.23, 5.43, -0.49], [-1.75, 3.03, -0.82], [2.57, -0.95, 1.32], [3.37, 0.47, 1.96], [4.80, 0.27, 0.03], [5.23, 1.04, -2.29], [3.30, 1.91, -3.64], [1.04, 1.91, -2.60], [0.63, -0.70, 3.66], [0.56, -1.44, 2.06], [-1.58, -1.19, 4.31], [-4.02, -0.77, 4.10], [-4.85, 0.55, 2.13], [-3.19, 1.34, 0.46], [-0.40, -0.91, -0.77], [-0.63, -1.77, -1.52], [-0.91, -2.73, -2.33], [-2.29, -3.25, -2.48], [-2.30, -4.75, -2.22], [-1.27, -5.47, -3.09], [0.13, -4.89, -2.87], [0.15, -3.39, -3.13], [-2.61, -3.03, -3.50], [-2.93, -2.71, -1.79], [-3.30, -5.13, -2.42], [-2.09, -4.93, -1.16], [-1.55, -5.37, -4.14], [-1.27, -6.53, -2.86], [0.85, -5.37, -3.53], [0.46, -5.08, -1.85], [-0.07, -3.18, -4.18], [1.10, -2.94, -2.88]],
  "homo_lumo_gap_ev": 8.065,
  "e_above_lowest_kcal_mol": 10.39,
  "homo_energy_ha": -0.488,
  "charge": 2,
  "total_energy_ha": -1418.04306,
  "e_lumo_ev": -5.22
}

[2]
{
  "formula": "C34H48CaNOP2",
  "method": "wB97M-V/def2-TZVPD",
  "species": ["Ca", "C", "C", "C", "P", "C", "C", "C", "C", "C", "C", "C", "C", "C", "N", "C", "C", "C", "C", "C", "C", "P", "C", "C", "C", "C", "C", "C", "H", "H", "H", "H", "H", "H", "H", "H", "H", "H", "H", "H", "H", "H", "H", "H", "H", "H", "H", "H", "H", "H", "H", "H", "H", "H", "H", "H", "H", "H", "H", "H", "H", "H", "H", "H", "C", "C", "C", "C", "C", "C", "C", "O", "C", "C", "C", "H", "H", "H", "H", "H", "H", "H", "H", "H", "H", "H", "H"],
  "positions_angstrom": [[0.56, -0.97, 0.15], [3.07, -1.38, -3.90], [2.30, -0.18, -3.35], [2.45, 1.05, -4.24], [2.63, 0.05, -1.54], [4.43, 0.36, -1.24], [5.15, -0.97, -0.97], [5.18, 1.18, -2.28], [1.81, 1.64, -1.15], [2.48, 2.82, -0.82], [1.79, 3.99, -0.59], [0.40, 4.00, -0.68], [-0.29, 2.83, -0.97], [0.40, 1.63, -1.21], [-0.25, 0.41, -1.39], [-1.25, 0.27, -2.34], [-1.39, 1.16, -3.43], [-2.35, 0.94, -4.40], [-3.19, -0.17, -4.34], [-3.06, -1.04, -3.28], [-2.11, -0.84, -2.28], [-1.95, -1.96, -0.86], [-2.42, -3.63, -1.48], [-2.55, -4.61, -0.31], [-1.37, -4.10, -2.49], [-3.32, -1.45, 0.28], [-3.03, -0.04, 0.80], [-4.71, -1.53, -0.33], [2.72, -1.62, -4.90], [2.95, -2.27, -3.28], [4.14, -1.16, -3.98], [1.23, -0.44, -3.34], [3.49, 1.29, -4.43], [1.97, 1.93, -3.80], [1.97, 0.86, -5.20], [4.42, 0.92, -0.29], [5.16, -1.60, -1.86], [4.68, -1.53, -0.16], [6.19, -0.78, -0.70], [5.33, 0.61, -3.20], [6.18, 1.43, -1.90], [4.67, 2.11, -2.53], [3.56, 2.83, -0.75], [2.33, 4.90, -0.35], [-0.15, 4.92, -0.52], [-1.37, 2.83, -1.03], [-0.74, 2.01, -3.51], [-2.43, 1.63, -5.23], [-3.93, -0.34, -5.11], [-3.72, -1.90, -3.24], [-3.39, -3.56, -1.98], [-1.62, -4.66, 0.26], [-2.76, -5.61, -0.69], [-3.36, -4.34, 0.37], [-0.40, -4.22, -2.01], [-1.27, -3.41, -3.32], [-1.65, -5.08, -2.90], [-3.25, -2.15, 1.13], [-2.99, 0.67, -0.02], [-2.08, 0.02, 1.34], [-3.82, 0.28, 1.49], [-4.80, -0.85, -1.17], [-5.46, -1.25, 0.41], [-4.96, -2.54, -0.67], [5.06, 4.92, 2.87], [3.90, 3.98, 2.77], [4.10, 2.62, 2.57], [3.05, 1.72, 2.49], [3.38, 0.26, 2.32], [1.73, 2.22, 2.60], [0.58, 1.37, 2.47], [0.58, 0.18, 2.12], [1.50, 3.60, 2.81], [0.12, 4.18, 2.95], [2.59, 4.45, 2.89], [5.97, 4.48, 2.50], [5.22, 5.20, 3.92], [4.86, 5.84, 2.32], [5.12, 2.24, 2.50], [4.45, 0.10, 2.44], [3.11, -0.09, 1.31], [2.84, -0.36, 3.03], [-0.39, 1.82, 2.71], [-0.49, 3.99, 2.07], [0.19, 5.26, 3.07], [-0.40, 3.79, 3.82], [2.43, 5.51, 3.04]],
  "homo_lumo_gap_ev": 6.115,
  "e_above_lowest_kcal_mol": 0.16,
  "homo_energy_ha": -0.344,
  "charge": 1,
  "total_energy_ha": -2814.61073,
  "e_lumo_ev": -3.26
}

[3]
{
  "formula": "C27H56N3O8PS",
  "method": "wB97M-V/def2-TZVPD",
  "species": ["C", "C", "C", "C", "C", "C", "C", "C", "O", "S", "O", "O", "O", "C", "P", "N", "O", "O", "H", "H", "H", "H", "H", "H", "H", "H", "H", "H", "H", "H", "H", "H", "H", "H", "H", "H", "H", "H", "C", "C", "C", "C", "C", "C", "N", "O", "C", "C", "C", "H", "H", "H", "H", "H", "H", "H", "H", "H", "H", "H", "H", "H", "H", "H", "H", "H", "H", "C", "C", "C", "C", "C", "C", "N", "O", "C", "C", "C", "H", "H", "H", "H", "H", "H", "H", "H", "H", "H", "H", "H", "H", "H", "H", "H", "H", "H"],
  "positions_angstrom": [[-3.06, 1.13, -1.74], [-3.20, 1.54, -0.24], [-1.87, 1.89, 0.48], [-1.10, 3.12, -0.08], [-0.21, 2.86, -1.33], [1.11, 2.09, -1.04], [0.94, 0.54, -0.86], [1.32, -0.01, 0.56], [2.28, 0.75, 1.33], [3.33, -0.24, 2.17], [4.75, 0.08, 1.92], [2.96, -0.02, 3.58], [2.75, -1.64, 1.50], [2.13, -1.32, 0.22], [0.95, -2.74, -0.08], [1.11, -3.35, -1.53], [-0.60, -2.18, 0.16], [1.23, -3.90, 1.08], [-2.27, 0.38, -1.91], [-2.89, 2.05, -2.34], [-4.03, 0.71, -2.08], [-3.97, 2.33, -0.14], [-3.63, 0.66, 0.29], [-1.24, 0.98, 0.57], [-2.14, 2.14, 1.53], [-1.79, 3.98, -0.23], [-0.40, 3.44, 0.73], [0.09, 3.85, -1.73], [-0.73, 2.35, -2.17], [1.62, 2.59, -0.19], [1.77, 2.23, -1.92], [1.52, -0.01, -1.62], [-0.12, 0.26, -1.05], [0.49, -0.11, 1.28], [2.95, -1.16, -0.50], [1.84, -2.81, -1.99], [-0.81, -2.34, 1.09], [0.41, -4.39, 1.16], [6.03, -0.91, -5.41], [5.17, 0.12, -4.65], [5.35, 1.50, -5.29], [6.72, 2.11, -5.00], [6.97, 2.16, -3.50], [6.78, 0.81, -2.80], [5.52, 0.13, -3.20], [4.53, 0.71, -2.55], [7.98, -0.11, -3.07], [6.83, 1.05, -1.28], [3.73, -0.37, -4.87], [5.63, -1.06, -6.42], [7.07, -0.61, -5.56], [6.03, -1.88, -4.91], [4.57, 2.18, -4.94], [5.21, 1.42, -6.38], [7.51, 1.54, -5.50], [6.76, 3.12, -5.42], [7.98, 2.53, -3.32], [6.29, 2.90, -3.07], [7.80, -1.12, -2.70], [8.87, 0.27, -2.56], [8.26, -0.17, -4.12], [6.09, 1.78, -0.94], [7.81, 1.44, -0.99], [6.67, 0.12, -0.73], [3.58, -1.35, -4.41], [3.53, -0.47, -5.94], [2.99, 0.31, -4.47], [-6.02, -3.23, 4.65], [-5.19, -1.98, 4.29], [-5.10, -1.08, 5.53], [-6.41, -0.37, 5.84], [-6.90, 0.41, 4.62], [-6.98, -0.44, 3.34], [-5.76, -1.27, 3.12], [-4.83, -0.47, 2.64], [-8.22, -1.36, 3.38], [-7.26, 0.50, 2.15], [-3.80, -2.55, 3.98], [-5.48, -3.85, 5.36], [-6.98, -3.01, 5.12], [-6.21, -3.84, 3.76], [-4.32, -0.32, 5.39], [-4.79, -1.67, 6.40], [-7.17, -1.08, 6.16], [-6.27, 0.32, 6.67], [-7.88, 0.85, 4.83], [-6.22, 1.25, 4.45], [-8.21, -2.06, 2.55], [-9.13, -0.76, 3.29], [-8.33, -1.91, 4.31], [-6.51, 1.28, 2.06], [-8.22, 1.00, 2.28], [-7.29, -0.06, 1.21], [-3.83, -3.19, 3.09], [-3.43, -3.16, 4.81], [-3.05, -1.77, 3.81]],
  "homo_lumo_gap_ev": [8.972, 9.401],
  "multiplicity": 3,
  "homo_energy_ha": [-0.327, -0.349],
  "charge": 0,
  "total_energy_ha": -2567.94045,
  "e_lumo_ev": [0.08, -0.09]
}

[4]
{
  "formula": "Br4Cr",
  "method": "wB97M-V/def2-TZVPD",
  "species": ["Cr", "Br", "Br", "Br", "Br"],
  "positions_angstrom": [[0.13, 0.10, 0.30], [2.05, -1.31, 0.84], [-1.50, -1.09, 1.70], [0.62, -0.06, -2.62], [-1.30, 2.35, -0.22]],
  "homo_lumo_gap_ev": [5.599, 8.919],
  "multiplicity": 4,
  "e_above_lowest_kcal_mol": 14.34,
  "homo_energy_ha": [-0.219, -0.224],
  "charge": -1,
  "total_energy_ha": -11340.72161,
  "e_lumo_ev": [-0.35, 2.84]
}

[5]
{
  "formula": "C19H32CoGeN7O6Se",
  "method": "wB97M-V/def2-TZVPD",
  "species": ["Co", "C", "N", "C", "C", "N", "N", "C", "N", "N", "H", "H", "H", "H", "H", "H", "H", "H", "H", "H", "H", "O", "Se", "O", "O", "O", "N", "C", "C", "C", "C", "C", "C", "C", "C", "C", "H", "H", "H", "H", "O", "N", "C", "Ge", "C", "C", "C", "H", "H", "H", "H", "H", "H", "H", "H", "H", "H", "H", "C", "C", "O", "H", "H", "H", "H", "H", "H"],
  "positions_angstrom": [[0.51, -1.21, 0.28], [-1.91, -1.51, 4.90], [-0.90, -2.23, 4.13], [0.40, -2.41, 4.75], [-0.88, -2.09, 2.76], [0.11, -2.29, 2.00], [-2.13, -1.74, 2.21], [-2.38, -1.44, 0.89], [-3.72, -1.52, 0.57], [-1.48, -1.03, 0.09], [-1.70, -1.66, 5.96], [-2.91, -1.90, 4.73], [-1.90, -0.43, 4.71], [0.27, -2.47, 5.82], [1.08, -1.58, 4.51], [0.85, -3.35, 4.42], [0.98, -2.52, 2.46], [-2.93, -1.80, 2.80], [-4.25, -2.22, 1.05], [-3.92, -1.48, -0.42], [-1.82, -0.87, -0.85], [2.09, -4.40, 0.60], [0.99, -4.54, -0.75], [0.08, -5.83, -0.39], [0.13, -3.13, -0.74], [1.89, -4.66, -2.10], [-1.57, 9.14, -1.88], [-1.28, 8.10, -1.50], [-0.91, 6.78, -1.02], [0.17, 6.62, -0.15], [0.50, 5.37, 0.34], [-0.25, 4.24, -0.02], [-1.31, 4.41, -0.92], [-1.64, 5.66, -1.40], [0.05, 2.96, 0.54], [0.31, 1.90, 1.08], [0.74, 7.50, 0.13], [1.33, 5.25, 1.01], [-1.88, 3.54, -1.22], [-2.48, 5.78, -2.08], [0.88, 0.54, 2.76], [0.46, 0.66, 1.53], [1.00, -0.04, -4.49], [-0.18, -0.57, -3.01], [-1.69, 0.70, -3.07], [-0.86, -2.32, -3.50], [0.83, -0.22, -1.38], [0.45, -0.01, -5.43], [1.81, -0.76, -4.58], [1.44, 0.95, -4.30], [-1.98, 0.87, -4.12], [-1.38, 1.66, -2.64], [-2.58, 0.35, -2.53], [-1.05, -2.33, -4.58], [-1.78, -2.57, -2.97], [-0.12, -3.08, -3.25], [0.71, 0.85, -1.17], [1.87, -0.40, -1.64], [4.54, -1.30, -0.32], [3.40, -0.61, 0.41], [2.31, -1.49, 0.57], [5.29, -0.57, -0.65], [4.16, -1.83, -1.20], [5.03, -2.03, 0.32], [3.10, 0.29, -0.14], [3.73, -0.27, 1.39], [2.30, -3.41, 0.72]],
  "homo_lumo_gap_ev": [6.291, 7.657],
  "multiplicity": 4,
  "e_above_lowest_kcal_mol": 16.91,
  "homo_energy_ha": [-0.159, -0.208],
  "charge": -1,
  "total_energy_ha": -7438.90744,
  "e_lumo_ev": [1.98, 1.99]
}

[6]
{
  "formula": "H4NO2PS",
  "method": "wB97M-V/def2-TZVPD",
  "species": ["N", "O", "O", "P", "S", "H", "H", "H", "H"],
  "positions_angstrom": [[-1.43, -0.78, -0.76], [-1.52, 0.56, 1.44], [-2.48, 1.51, -0.61], [1.52, 1.14, 0.03], [-1.41, 0.76, 0.05], [-0.81, -0.71, -1.50], [-2.30, -0.85, -1.20], [1.64, 2.52, 0.19], [1.17, 1.38, -1.31]],
  "homo_lumo_gap_ev": [7.782, 7.148],
  "e_above_lowest_kcal_mol": 135.26,
  "homo_energy_ha": [-0.360, -0.350],
  "charge": 0,
  "total_energy_ha": -947.05269,
  "e_lumo_ev": [-2.02, -2.37]
}